DFT (ωB97M-V/def2-TZVPD) results for a structure of composition C23H19B3F6HgNO31S2.

Each line ends with the Mulliken charge.
CARTESIAN COORDINATES (ANGSTROEM)
Hg 19.146912 -3.039913 -2.550557  4.94
O 13.486386 -6.371927 3.734593  -0.67
C 14.148684 -6.570776 2.731850  0.61
O 15.268152 -6.004708 2.433431  -0.39
B 15.716101 -6.455582 1.091323  1.14
O 14.755047 -7.508405 0.734752  -0.53
C 13.737756 -7.468362 1.550234  0.61
O 12.746836 -8.165980 1.477319  -0.68
O 17.108873 -6.967805 1.088278  -0.60
C 17.867980 -6.228514 0.296205  0.28
O 19.049275 -6.206702 0.129155  -0.47
C 16.955778 -5.274725 -0.449949  0.14
O 15.763820 -5.395664 0.040597  -0.62
O 17.307073 -4.439415 -1.259844  -0.27
O 19.981124 -1.800104 5.804839  -0.64
C 20.501612 -1.778487 4.719526  0.63
O 20.173400 -2.506151 3.629451  -0.45
B 21.127279 -2.250742 2.520827  1.18
O 21.815839 -1.010234 2.991856  -0.55
C 21.630007 -0.800356 4.258168  0.54
O 22.209765 -0.002286 4.950596  -0.67
O 21.973249 -3.455830 2.420008  -0.52
C 21.572965 -4.146590 1.333773  0.31
O 21.964633 -5.216145 0.987567  -0.52
C 20.671602 -3.153705 0.460028  -0.20
O 20.489310 -2.141234 1.183495  -0.42
O 20.141803 -3.380330 -0.632009  -0.57
O 14.452014 -2.940819 4.433185  -0.62
C 15.229530 -2.355149 3.741027  0.56
O 15.362513 -2.383220 2.432580  -0.65
B 16.485345 -1.567742 1.971415  0.82
O 17.166303 -1.163934 3.259372  -0.55
C 16.430931 -1.533370 4.286606  0.57
O 16.687221 -1.382083 5.453596  -0.63
O 15.870617 -0.417006 1.309922  -0.52
C 16.368788 -0.308533 0.105419  0.17
O 16.090081 0.501514 -0.741765  -0.60
C 17.401689 -1.451806 -0.150733  -0.16
O 17.346821 -2.213138 0.912276  0.19
O 18.065105 -1.506247 -1.168364  -0.51
C 19.864743 -7.196063 -5.055305  0.37
F 20.743640 -6.448910 -5.714386  -0.18
F 18.818910 -7.559232 -5.783274  -0.22
F 20.543028 -8.293000 -4.681413  -0.22
S 19.198750 -6.506197 -3.380598  1.19
O 19.390939 -5.060062 -3.424732  -1.29
O 17.807316 -6.917308 -3.207932  -0.76
O 20.075054 -7.095938 -2.374059  -0.63
C 23.966823 -4.258655 -3.962746  0.34
F 23.161465 -4.770374 -4.878926  -0.16
F 24.950483 -5.120007 -3.661464  -0.21
F 24.456163 -3.081392 -4.365588  -0.22
S 22.834903 -3.913357 -2.418982  1.14
O 23.637869 -3.039444 -1.595456  -0.71
O 21.605683 -3.282308 -2.936557  -0.75
O 22.573922 -5.221279 -1.856278  -0.60
C 18.761068 0.216613 -5.855446  -1.81
C 18.501560 -0.137085 -4.342431  1.22
C 17.637754 0.974398 -3.718555  -1.19
C 16.158944 0.885601 -4.055935  -0.76
C 15.627218 -0.558327 -3.765676  -1.33
C 16.447353 -1.721439 -4.468014  1.09
N 17.869778 -1.459327 -4.148832  2.03
O 18.633567 -2.393650 -4.811539  -0.48
C 15.929323 -3.065949 -3.927003  -2.03
C 16.005536 -1.651823 -5.940595  -1.56
C 19.834930 -0.021189 -3.502259  -2.09
H 19.169751 1.224322 -5.764698  0.55
H 17.854193 0.422421 -6.426024  0.29
H 19.414182 -0.480052 -6.378394  0.36
H 17.747130 0.655034 -2.679132  0.27
H 18.076363 1.964008 -3.842204  0.42
H 16.079278 1.176398 -5.106311  0.38
H 15.679291 1.632206 -3.422682  0.55
H 14.583968 -0.608129 -4.088277  0.35
H 15.509639 -0.758792 -2.699952  0.34
H 16.285015 -3.867018 -4.573353  0.23
H 15.896752 -3.228595 -2.851354  0.14
H 14.879928 -2.891328 -4.180912  0.64
H 15.871076 -0.644956 -6.336448  0.34
H 16.715349 -2.082072 -6.660973  0.36
H 15.157859 -2.264779 -6.246246  0.39
H 20.306808 0.835569 -3.985407  0.58
H 20.422326 -0.896183 -3.790525  0.46
H 19.736884 0.123856 -2.430271  0.24
H 18.371560 -2.252021 -5.737002  0.24

Forces on atoms 1 to 3 (eV/Å):
Hg 0.357 -1.175 0.748
O 0.748 -0.609 -1.042
C -2.351 0.731 1.441

Calculated values
E_HOMO	-2.80	eV
charge	-3
relative energy (zero: lowest compared OMol25 entry of this formula, charge and spin)	0.000	eV
frontier orbital gap	7.40	eV
E_LUMO	4.608	eV

---

DFT (ωB97M-V/def2-TZVPD) results for a structure of composition C16H21N3O3S.

Each line ends with the natural charge from an NBO analysis.
CARTESIAN COORDINATES (ANGSTROEM)
C -0.477395 -0.027026 0.555540  -0.13
C 0.321099 0.470957 -0.691216  0.68
C 0.147189 -1.232049 1.242217  -0.42
C -0.593139 -1.708361 2.467449  -0.11
C -0.329693 -1.294020 3.715113  -0.01
C -1.765136 -2.574743 2.519165  -0.03
C -2.177877 -2.616453 3.862200  0.12
C -2.363245 -3.471817 1.616292  -0.23
C -3.225277 -3.458956 4.152236  -0.24
C -3.389103 -4.278488 1.949305  -0.22
C -3.853934 -4.212845 3.247179  -0.22
C 0.342461 1.397884 -2.953908  -0.14
C 1.286509 0.256483 -3.499277  0.78
C 0.981654 2.856372 -2.685646  -0.43
C 2.367046 2.961401 -1.941098  -0.53
C 3.748486 4.815293 -0.627230  -0.76
H -1.497386 -1.498249 -0.388562  0.38
H -2.526597 -0.404398 0.500444  0.39
H -0.541039 0.769336 1.217088  0.22
H 0.223414 -1.999432 0.442866  0.21
H 1.193505 -0.985664 1.471834  0.24
H 0.332506 -0.525324 3.970130  0.21
H -1.517448 -1.558962 5.548641  0.41
H -1.945555 -3.768572 0.632921  0.21
H -3.466420 -3.684630 5.219567  0.21
H -3.817892 -5.173229 1.352778  0.22
H -4.595100 -4.981970 3.422827  0.22
H -1.322325 0.080346 -1.848126  0.47
H -0.139096 1.221529 -4.038789  0.28
H 0.942237 3.526642 -3.768275  0.23
H 0.088447 3.316931 -1.859571  0.24
H 2.056851 2.611374 -0.994581  0.22
H 3.296951 2.310025 -2.336585  0.25
H 4.001712 5.830503 -0.239373  0.23
H 3.192230 4.112131 0.193871  0.22
H 4.804035 4.356437 -1.064123  0.22
H 2.681663 -0.469213 -4.641043  0.51
N -1.723566 -0.500292 -0.069742  -0.85
N -1.370222 -1.629438 4.558254  -0.54
N -0.330184 0.898569 -1.796714  -0.67
O 1.538427 0.543318 -0.756572  -0.65
O 0.715407 -0.905203 -3.633097  -0.69
O 2.436232 0.469836 -4.168989  -0.68
S 2.430293 4.835444 -1.921075  0.17

Forces on atoms 1 to 3 (eV/Å):
C -0.169 -2.071 -3.177
C 1.951 0.572 -0.819
C 1.433 -0.271 -0.337

Calculated values
E_HOMO	-8.29	eV
relative energy (zero: lowest compared OMol25 entry of this formula, charge and spin)	7.561	eV
frontier orbital gap	8.95	eV
E_LUMO	0.653	eV

---

DFT (ωB97M-V/def2-TZVPD) results for a cluster of 6 separate species, C18H34Cl6O4 in total.

Each line ends with the natural charge from an NBO analysis.
CARTESIAN COORDINATES (ANGSTROEM)
C 8.311721 2.346998 14.481399  -0.30
Cl 8.858171 1.294752 13.232113  0.04
Cl 7.755051 3.901580 13.832603  0.03
Cl 9.702399 2.542586 15.562972  0.01
H 7.470649 1.893033 15.005420  0.24
C 11.284805 3.676847 12.254608  -0.30
Cl 11.585479 4.861405 13.483400  0.03
Cl 12.815489 3.536784 11.396768  0.02
Cl 10.020348 4.197334 11.114668  0.00
H 10.931551 2.742354 12.690538  0.24
C 8.335146 0.606256 18.761800  -0.42
C 7.201172 0.619184 19.758446  -0.44
C 5.940652 0.331931 18.971710  -0.07
O 6.507584 -0.341436 17.837960  -0.54
C 7.865824 -0.504152 17.826621  -0.06
H 9.335989 0.387117 19.133831  0.21
H 8.298666 1.483890 18.116415  0.19
H 7.340950 1.507638 20.374239  0.22
H 7.353865 -0.239736 20.411938  0.19
H 5.548667 1.297945 18.653469  0.17
H 5.256521 -0.200122 19.632755  0.19
H 8.159644 -0.223876 16.815085  0.18
H 8.170493 -1.463213 18.245533  0.16
C 4.869751 3.754124 11.149293  -0.44
C 3.521909 3.031541 11.073895  -0.44
C 2.638942 4.235934 11.276650  -0.07
O 3.241054 4.907789 12.394542  -0.54
C 4.649336 4.635505 12.377229  -0.08
H 5.067926 4.428593 10.316280  0.21
H 5.693104 3.087688 11.406317  0.21
H 3.344265 2.471832 11.992184  0.21
H 3.314161 2.495488 10.147838  0.22
H 1.670809 4.002560 11.719766  0.19
H 2.552456 4.790860 10.342482  0.16
H 4.900887 3.897810 13.139214  0.16
H 5.286323 5.518525 12.325844  0.18
C 7.691095 1.167572 9.629488  -0.42
C 6.211110 0.734950 9.372651  -0.44
C 5.757148 1.639300 8.361313  -0.07
O 6.827488 2.481109 7.998404  -0.53
C 7.762285 2.613677 9.093680  -0.08
H 8.350964 0.539013 9.031512  0.20
H 8.098757 1.055813 10.634188  0.21
H 5.671382 0.913624 10.302631  0.20
H 6.075201 -0.321438 9.140956  0.22
H 4.940333 2.280189 8.693229  0.16
H 5.351956 1.138957 7.481786  0.19
H 7.724369 3.422206 9.823703  0.17
H 8.754141 2.750855 8.662974  0.19
C 11.913575 3.467099 18.499818  -0.43
C 12.170030 2.066006 19.046211  -0.43
C 11.748141 2.153658 20.492621  -0.07
O 11.284590 3.473983 20.746802  -0.53
C 10.877472 4.061161 19.451608  -0.08
H 11.668785 3.343434 17.444886  0.21
H 12.824890 4.038388 18.676575  0.21
H 13.171417 1.668224 18.881579  0.22
H 11.564552 1.304450 18.554759  0.20
H 12.490317 2.000129 21.276013  0.19
H 10.943272 1.439406 20.666204  0.16
H 10.939373 5.128006 19.666372  0.20
H 9.870554 3.820914 19.110292  0.16

Forces on atoms 1 to 3 (eV/Å):
C -0.031 0.520 0.464
Cl -0.188 -0.828 -0.984
Cl 0.103 -0.214 0.236

Calculated values
E_HOMO	-9.66	eV
relative energy (zero: lowest compared OMol25 entry of this formula, charge and spin)	1.102	eV
frontier orbital gap	9.93	eV
E_LUMO	0.277	eV
SMILES	ClC(Cl)Cl.ClC(Cl)Cl.C1CCOC1.C1CCOC1.C1CCOC1.C1CCOC1